<P>
C20H21N3O3 | ωB97M-V with the def2-TZVPD basis set

For the LUMO energy, the calculation gives 0.52 eV. As for the charge: 0. The HOMO-LUMO gap comes out at 8.5 eV. The SMILES is N[C@@H](Cc1ccccc1)C(=O)N[C@@H](Cc1c[nH]c2ccccc12)C(=O)O. As for the HOMO energy: -7.99 eV.

Each atom is followed by the atoms it is bonded to, with distances in Å.
Element x y z (Å)
1 N -2.08068 1.18944 -0.03405  C2 1.499, H27 0.997, H28 1.089
2 C -1.66054 -0.23424 0.17802  N1 1.499, C3 1.536, C10 1.596, H29 1.125
3 C -2.69790 -1.14710 -0.49337  C2 1.536, C4 1.515, H30 1.141, H31 1.101
4 C -4.09941 -0.81603 -0.02198  C3 1.515, C5 1.457, C9 1.372
5 C -4.88266 -0.35332 -1.16000  C4 1.457, C6 1.367, H32 1.105
6 C -6.15662 0.11824 -1.00990  C5 1.367, C7 1.400, H33 1.161
7 C -6.82964 -0.04244 0.20714  C6 1.400, C8 1.338, H34 1.061
8 C -6.12408 -0.43367 1.27432  C7 1.338, C9 1.347, H35 1.105
9 C -4.80828 -0.69328 1.14640  C4 1.372, C8 1.347, H36 1.101
10 C -0.35506 -0.46300 -0.71160  C2 1.596, O11 1.265, N12 1.398
11 O -0.19627 -1.23042 -1.70484  C10 1.265
12 N 0.79032 0.23655 -0.31926  C10 1.398, C13 1.508, H37 1.072
13 C 0.99014 1.45020 0.55332  N12 1.508, C14 1.534, C24 1.540, H38 1.143
14 C 2.23211 1.32981 1.44621  C13 1.534, C15 1.523, H39 1.160, H40 1.165
15 C 3.57914 1.05193 0.79167  C14 1.523, C16 1.372, C23 1.535
16 C 4.51903 1.72634 0.05402  C15 1.372, N17 1.365, H41 1.068
17 N 5.48963 0.88165 -0.40150  C16 1.365, C18 1.352, H42 1.016
18 C 5.13587 -0.40240 -0.17196  N17 1.352, C19 1.369, C23 1.414
19 C 5.70379 -1.52769 -0.70608  C18 1.369, C20 1.399, H43 1.181
20 C 5.07435 -2.74883 -0.43980  C19 1.399, C21 1.404, H44 1.084
21 C 3.92643 -2.78985 0.36771  C20 1.404, C22 1.383, H45 1.081
22 C 3.32480 -1.61772 0.78876  C21 1.383, C23 1.356, H46 1.118
23 C 3.92978 -0.42475 0.56506  C15 1.535, C18 1.414, C22 1.356
24 C 1.10834 2.72521 -0.30206  C13 1.540, O25 1.206, O26 1.312
25 O 2.08320 3.42104 -0.44679  C24 1.206
26 O -0.05512 2.95774 -0.86161  C24 1.312, H47 0.948
27 H -3.01977 1.32457 0.27372  N1 0.997
28 H -2.10120 1.34137 -1.11195  N1 1.089
29 H -1.43011 -0.42791 1.26229  C2 1.125
30 H -2.55780 -2.25849 -0.27646  C3 1.141
31 H -2.75258 -0.89153 -1.56250  C3 1.101
32 H -4.43265 -0.26096 -2.16461  C5 1.105
33 H -6.81389 0.24942 -1.95782  C6 1.161
34 H -7.85624 0.17307 0.36854  C7 1.061
35 H -6.63915 -0.73459 2.20461  C8 1.105
36 H -4.27542 -0.89010 2.08927  C9 1.101
37 H 1.60820 -0.01820 -0.96293  N12 1.072
38 H -0.03813 1.67733 0.99801  C13 1.143
39 H 2.24087 2.41662 1.85066  C14 1.160
40 H 2.07551 0.59984 2.34052  C14 1.165
41 H 4.67586 2.77318 -0.08608  C16 1.068
42 H 6.08151 1.14394 -1.18436  N17 1.016
43 H 6.62358 -1.48581 -1.44594  C19 1.181
44 H 5.34597 -3.68222 -0.92049  C20 1.084
45 H 3.44164 -3.71736 0.63732  C21 1.081
46 H 2.43362 -1.80750 1.43682  C22 1.118
47 H -0.55046 2.31190 -0.37645  O26 0.948


<Q>
C20H21N3O3 | ωB97M-V with the def2-TZVPD basis set

For the LUMO energy, the calculation gives 0.53 eV. As for the charge: 0. The HOMO-LUMO gap comes out at 8.5 eV. The SMILES is N[C@@H](Cc1c[nH]c2ccccc12)C(=O)N[C@@H](Cc1ccccc1)C(=O)O. As for the HOMO energy: -8.01 eV.

Each atom is followed by the atoms it is bonded to, with distances in Å.
Element x y z (Å)
1 N -0.89728 -2.05187 -0.13346  C2 1.444, H27 0.998, H28 1.025
2 C -0.26910 -1.52232 1.05379  N1 1.444, C3 1.553, C13 1.537, H29 1.101
3 C 1.17233 -2.04897 1.29472  C2 1.553, C4 1.479, H30 1.108, H31 1.119
4 C 2.16037 -1.68874 0.25550  C3 1.479, C5 1.356, C12 1.456
5 C 2.39081 -2.25166 -0.95604  C4 1.356, N6 1.348, H32 1.096
6 N 3.34152 -1.60089 -1.65661  C5 1.348, C7 1.371, H33 0.992
7 C 3.80630 -0.57116 -0.88024  N6 1.371, C8 1.425, C12 1.418
8 C 4.78861 0.41451 -1.18718  C7 1.425, C9 1.377, H34 1.102
9 C 5.10392 1.32548 -0.20361  C8 1.377, C10 1.394, H35 1.074
10 C 4.40382 1.32954 1.00190  C9 1.394, C11 1.398, H36 1.094
11 C 3.42089 0.38885 1.32449  C10 1.398, C12 1.413, H37 1.096
12 C 3.11825 -0.59739 0.35937  C4 1.456, C7 1.418, C11 1.413
13 C -0.24336 0.01339 1.00520  C2 1.537, O14 1.232, N15 1.349
14 O -0.21394 0.72751 2.00882  C13 1.232
15 N -0.30784 0.50655 -0.24856  C13 1.349, C16 1.501, H38 1.026
16 C -0.92638 1.84318 -0.53877  N15 1.501, C17 1.524, C24 1.548, H39 1.123
17 C -2.27920 2.09139 0.11729  C16 1.524, C18 1.534, H40 1.096, H41 1.106
18 C -3.28964 0.95160 -0.06668  C17 1.534, C19 1.406, C23 1.349
19 C -3.75742 0.61775 -1.34967  C18 1.406, C20 1.392, H42 1.104
20 C -4.66298 -0.42534 -1.52511  C19 1.392, C21 1.350, H43 1.076
21 C -5.08773 -1.13651 -0.45895  C20 1.350, C22 1.407, H44 1.078
22 C -4.68674 -0.78335 0.84269  C21 1.407, C23 1.389, H45 1.086
23 C -3.74674 0.23087 0.97777  C18 1.349, C22 1.389, H46 1.102
24 C 0.01562 3.03841 -0.25705  C16 1.548, O25 1.177, O26 1.382
25 O -0.32510 4.16216 -0.32959  C24 1.177
26 O 1.32999 2.66462 -0.04962  C24 1.382, H47 1.003
27 H -0.77566 -3.04286 -0.14125  N1 0.998
28 H -1.89592 -1.87911 0.01835  N1 1.025
29 H -0.87523 -1.82114 1.92268  C2 1.101
30 H 1.54849 -1.67852 2.26931  C3 1.108
31 H 1.07332 -3.15456 1.43750  C3 1.119
32 H 1.93049 -3.10961 -1.45977  C5 1.096
33 H 3.70735 -1.85728 -2.54199  N6 0.992
34 H 5.36468 0.42755 -2.12662  C8 1.102
35 H 5.85181 2.08240 -0.34947  C9 1.074
36 H 4.66557 1.99656 1.82816  C10 1.094
37 H 2.86875 0.43365 2.26990  C11 1.096
38 H -0.54803 -0.21142 -0.94173  N15 1.026
39 H -1.07386 1.70388 -1.64370  C16 1.123
40 H -2.74446 2.95511 -0.37141  C17 1.096
41 H -2.13603 2.22702 1.20594  C17 1.106
42 H -3.36441 1.18286 -2.21251  C19 1.104
43 H -5.00141 -0.71004 -2.50605  C20 1.076
44 H -5.79388 -1.94338 -0.57153  C21 1.078
45 H -5.08931 -1.36029 1.67036  C22 1.086
46 H -3.39155 0.46488 1.99420  C23 1.102
47 H 1.32030 1.66669 -0.15078  O26 1.003


If we sort the structures by their calculated energies, the order from most to least stable is <Q>, <P>.


<P>
C8H9NO | ωB97M-V with the def2-TZVPD basis set

For the LUMO energy (spin up / spin down), the calculation gives 0.21 / 0.21 eV. As for the charge: 0. The HOMO-LUMO gap (spin up / spin down) comes out at 7.9 / 7.9 eV. As for the HOMO energy (spin up / spin down): -7.70 / -7.70 eV.

Each atom is followed by the atoms it is bonded to, with distances in Å.
Element x y z (Å)
1 C 1.28488 2.21830 1.06361  C2 1.399, C3 1.380, H11 1.025
2 C 2.11771 1.09605 1.11956  C1 1.399, C4 1.398, H12 1.012
3 C 0.04910 2.12611 0.45589  C1 1.380, C5 1.387, H13 1.066
4 C 1.60549 -0.13547 0.69937  C2 1.398, C6 1.350, H14 1.097
5 C -0.42506 0.88852 0.04594  C3 1.387, C6 1.403, H15 1.017
6 C 0.34935 -0.26778 0.22153  C4 1.350, C5 1.403, C8 1.522
7 C -2.51644 -1.10711 -1.11740  N9 1.235, H16 1.040, H17 1.165
8 C -0.39158 -1.51104 -0.24994  C6 1.522, N9 1.307, O10 1.351
9 N -1.69780 -1.50870 -0.28491  C7 1.235, C8 1.307
10 O 0.28247 -2.63162 0.08940  C8 1.351, H19 0.986
11 H 1.86808 3.06065 1.02308  C1 1.025
12 H 3.05506 1.22721 1.47741  C2 1.012
13 H -0.50941 3.02382 0.31844  C3 1.066
14 H 2.29009 -0.98818 0.79206  C4 1.097
15 H -1.36639 0.88508 -0.33987  C5 1.017
16 H -3.52943 -0.96745 -0.92895  C7 1.040
17 H -2.13707 -0.88091 -2.19516  C7 1.165
18 H -0.07662 -1.09031 -2.08847  no bonds
19 H -0.25243 -3.43715 -0.10160  O10 0.986


<Q>
C8H9NO | ωB97M-V with the def2-TZVPD basis set

For the LUMO energy (spin up / spin down), the calculation gives -0.10 / -0.10 eV. As for the charge: 0. The HOMO-LUMO gap (spin up / spin down) comes out at 7.7 / 7.7 eV. The SMILES is C#C/C(=N/C=C\C=C)OC. As for the HOMO energy (spin up / spin down): -7.80 / -7.80 eV.

Each atom is followed by the atoms it is bonded to, with distances in Å.
Element x y z (Å)
1 C -2.94560 1.09214 0.98626  C2 1.222, H11 1.030
2 C -1.92139 1.27110 0.34359  C1 1.222, C3 1.466
3 C -0.67778 1.07602 -0.40800  C2 1.466, N4 1.296, O9 1.331
4 N 0.16680 2.05289 -0.30033  C3 1.296, C5 1.361
5 C 1.46987 1.93744 -0.67705  N4 1.361, C6 1.393, H12 1.006
6 C 2.27573 0.86935 -0.28944  C5 1.393, C7 1.442, H13 1.110
7 C 1.80767 -0.24780 0.49276  C6 1.442, C8 1.307, H14 1.089
8 C 0.95182 -0.19124 1.47871  C7 1.307, H15 1.109, H16 1.046
9 O -0.57378 0.07275 -1.27585  C3 1.331, C10 1.389
10 C -1.23722 -1.10939 -0.97300  O9 1.389, H17 1.072, H18 1.059, H19 1.032
11 H -3.86528 1.35729 1.36752  C1 1.030
12 H 1.91776 2.75457 -1.05562  C5 1.006
13 H 3.24290 0.78470 -0.82694  C6 1.110
14 H 2.34905 -1.17691 0.32214  C7 1.089
15 H 0.62318 -1.11606 1.99487  C8 1.109
16 H 0.30051 0.52937 1.86769  C8 1.046
17 H -0.68016 -1.68288 -0.25948  C10 1.072
18 H -1.15972 -1.69189 -1.85401  C10 1.059
19 H -2.16938 -0.89989 -0.58401  C10 1.032


If we sort the structures by their calculated energies, the order from most to least stable is <P>, <Q>.


<P>
C4H14N2O | ωB97M-V with the def2-TZVPD basis set

For the LUMO energy (spin up / spin down), the calculation gives 3.90 / 3.72 eV. As for the charge: -1. Its expectation value of S² is 0.75. The HOMO-LUMO gap (spin up / spin down) comes out at 3.0 / 8.8 eV. The spin multiplicity is 2. As for the HOMO energy (spin up / spin down): 0.85 / -5.07 eV.

Each atom is followed by the atoms it is bonded to, with distances in Å.
Element x y z (Å)
1 C 0.78282 2.21821 0.11879  N2 1.460, H7 1.089, H8 1.086, H9 1.105
2 N 0.33219 0.88941 -0.28425  C1 1.460, C3 1.442, H10 1.022
3 C 1.40033 0.08739 -0.82688  N2 1.442, C4 1.520, H11 1.097, H12 1.129
4 C 1.09945 -1.39917 -0.72760  C3 1.520, N5 1.470, H13 1.103, H14 1.095
5 N -0.09546 -1.87046 -1.44242  C4 1.470, C6 1.467, H15 1.012
6 C -1.46235 -1.41197 -1.17029  N5 1.467, H16 1.098, H17 1.094, H18 1.091
7 H 0.03245 2.79790 0.65497  C1 1.089
8 H 1.23548 2.70960 -0.73799  C1 1.086
9 H 1.55050 2.05035 0.89572  C1 1.105
10 H -0.06453 0.40700 0.52490  N2 1.022
11 H 1.77000 0.43544 -1.79955  C3 1.097
12 H 2.38719 0.24583 -0.30265  C3 1.129
13 H 2.01214 -1.83629 -1.16718  C4 1.103
14 H 0.89003 -1.65126 0.31700  C4 1.095
15 H 0.09488 -1.73657 -2.42755  N5 1.012
16 H -2.13857 -2.11677 -1.67123  C6 1.098
17 H -1.65524 -1.57428 -0.10608  C6 1.094
18 H -1.67561 -0.41224 -1.55168  C6 1.091
19 H -1.56086 0.15823 3.28255  O21 0.978
20 H -1.35094 1.58848 2.89927  O21 0.975
21 O -1.77365 1.05871 3.60062  H19 0.978, H20 0.975


<Q>
C4H14N2O | ωB97M-V with the def2-TZVPD basis set

For the LUMO energy (spin up / spin down), the calculation gives 3.56 / 3.67 eV. As for the charge: -1. Its expectation value of S² is 0.75. The HOMO-LUMO gap (spin up / spin down) comes out at 2.3 / 8.8 eV. The spin multiplicity is 2. As for the HOMO energy (spin up / spin down): 1.26 / -5.12 eV.

Each atom is followed by the atoms it is bonded to, with distances in Å.
Element x y z (Å)
1 C 0.60854 0.39934 -3.02360  N2 1.457, H7 1.091, H8 1.099, H9 1.101
2 N -0.00723 -0.55997 -2.11693  C1 1.457, C3 1.449, H10 1.016
3 C 0.57547 -1.22363 -0.96841  N2 1.449, C4 1.522, H11 1.088, H12 1.108
4 C 1.31016 -0.23662 -0.07232  C3 1.522, N5 1.486, H13 1.094, H14 1.106
5 N 0.32593 0.63071 0.62592  C4 1.486, C6 1.478, H15 1.020
6 C 1.01642 1.47049 1.62751  N5 1.478, H16 1.089, H17 1.094, H18 1.094
7 H 0.47584 1.43237 -2.69801  C1 1.091
8 H 0.19200 0.41806 -4.04010  C1 1.099
9 H 1.65680 0.15118 -3.24916  C1 1.101
10 H -0.20884 -1.31149 -2.77071  N2 1.016
11 H -0.10378 -1.82906 -0.37142  C3 1.088
12 H 1.35519 -1.91556 -1.34341  C3 1.108
13 H 2.05933 -0.70201 0.57477  C4 1.094
14 H 1.95847 0.30394 -0.78769  C4 1.106
15 H 0.10233 1.17359 -0.20792  N5 1.020
16 H 1.24479 2.48314 1.29701  C6 1.089
17 H 0.48694 1.46140 2.58465  C6 1.094
18 H 1.95208 0.94721 1.84589  C6 1.094
19 H -3.23872 0.04895 2.78589  O21 0.963
20 H -2.78594 -1.04910 3.75663  O21 0.960
21 O -3.56534 -0.61247 3.40528  H19 0.963, H20 0.960


If we sort the structures by their calculated energies, the order from most to least stable is <P>, <Q>.


<P>
C4H9ClN | ωB97M-V with the def2-TZVPD basis set

For the LUMO energy, the calculation gives -3.56 eV. As for the charge: +1. The HOMO-LUMO gap comes out at 10.5 eV. The SMILES is C=C(Cl)[C@H](C)[NH3+]. As for the HOMO energy: -14.02 eV.

Each atom is followed by the atoms it is bonded to, with distances in Å.
Element x y z (Å)
1 C 1.30992 1.73582 -0.37422  C2 1.345, H7 1.066, H8 1.133
2 C 1.05371 0.46635 -0.00989  C1 1.345, Cl3 1.677, C4 1.564
3 Cl 2.22685 -0.66264 0.39287  C2 1.677
4 C -0.46494 0.11194 -0.12575  C2 1.564, C5 1.508, N6 1.570, H9 1.071
5 C -1.01672 -0.13103 1.25627  C4 1.508, H10 1.092, H11 1.099, H12 1.075
6 N -0.35654 -1.25618 -0.88866  C4 1.570, H13 1.004, H14 1.099, H15 1.103
7 H 2.33331 2.03391 -0.40502  C1 1.066
8 H 0.46001 2.33824 -0.82079  C1 1.133
9 H -1.08172 0.74800 -0.72736  C4 1.071
10 H -0.26800 -0.76505 1.73502  C5 1.092
11 H -2.01370 -0.58635 1.17211  C5 1.099
12 H -1.25761 0.68500 1.91405  C5 1.075
13 H -0.25515 -1.03371 -1.86268  N6 1.004
14 H -1.19954 -1.95841 -0.82602  N6 1.099
15 H 0.53011 -1.72588 -0.42993  N6 1.103


<Q>
C4H9ClN | ωB97M-V with the def2-TZVPD basis set

For the LUMO energy (spin up / spin down), the calculation gives -5.22 / -4.57 eV. As for the charge: +1. The HOMO-LUMO gap (spin up / spin down) comes out at 7.3 / 9.8 eV. As for the HOMO energy (spin up / spin down): -12.54 / -14.38 eV.

Each atom is followed by the atoms it is bonded to, with distances in Å.
Element x y z (Å)
1 C -0.23527 -0.06485 1.03244  C3 1.529, N5 1.435, H7 1.162, H8 1.067
2 C -1.08491 -1.04082 -1.01985  N5 1.542, H9 1.148, H10 1.174
3 C 0.85934 0.40577 0.07372  C1 1.529, C4 1.431, Cl6 1.783
4 C 0.99304 1.75965 -0.37025  C3 1.431, H11 1.076, H12 1.084, H13 1.136
5 N -0.74495 -1.28002 0.46474  C1 1.435, C2 1.542, H14 1.052, H15 0.985
6 Cl 2.22354 -0.73420 -0.06687  C3 1.783
7 H 0.06605 -0.27350 2.13495  C1 1.162
8 H -1.03457 0.63647 0.94178  C1 1.067
9 H -1.80761 -0.15329 -1.10436  C2 1.148
10 H -1.09610 -1.84311 -1.87658  C2 1.174
11 H 0.70759 1.82407 -1.40531  C4 1.076
12 H 2.02273 2.06729 -0.51286  C4 1.084
13 H 0.38516 2.56670 0.14988  C4 1.136
14 H 0.03108 -1.98709 0.53293  N5 1.052
15 H -1.28511 -1.88307 1.02564  N5 0.985


If we sort the structures by their calculated energies, the order from most to least stable is <P>, <Q>.